{"formula": "C48H48BFN4O8P2S2", "method": "ωB97M-V with the def2-TZVPD basis set", "elements": ["C", "C", "O", "B", "O", "C", "C", "C", "C", "C", "S", "C", "S", "N", "C", "C", "C", "C", "C", "F", "C", "P", "N", "O", "C", "N", "C", "O", "C", "P", "C", "C", "N", "C", "H", "H", "H", "H", "H", "H", "H", "H", "H", "H", "H", "H", "H", "H", "H", "H", "H", "H", "H", "H", "H", "H", "H", "H", "H", "H", "H", "H", "H", "H", "H", "H", "O", "C", "C", "C", "C", "C", "C", "C", "C", "O", "C", "C", "C", "C", "C", "C", "H", "H", "H", "H", "H", "H", "H", "H", "O", "C", "C", "C", "C", "C", "C", "C", "C", "O", "C", "C", "C", "C", "C", "C", "H", "H", "H", "H", "H", "H", "H", "H"], "xyz": [[-2.31, 1.53, 6.67], [-1.87, 1.42, 5.09], [-2.83, 2.04, 4.16], [-2.15, 2.42, 2.87], [-2.06, 3.82, 2.42], [-1.56, 1.11, 2.00], [0.08, 0.82, 1.96], [1.20, 1.75, 2.70], [2.61, 1.93, 1.90], [2.46, 2.37, 0.32], [4.21, 2.23, -0.42], [4.39, 0.51, -1.13], [5.02, -0.71, -0.08], [4.08, 0.07, -2.54], [5.39, 0.20, -3.30], [5.25, 0.26, -4.93], [2.96, 0.86, -3.17], [1.96, -0.08, -4.13], [0.52, -0.55, 1.10], [1.93, -1.02, 0.97], [-0.61, -1.51, 0.33], [0.01, -3.09, -0.61], [0.40, -4.33, 0.66], [1.53, -2.81, -1.40], [-2.25, -1.17, 0.38], [-3.14, -2.12, -0.37], [-4.56, -1.67, -0.15], [-5.62, -2.50, -0.83], [-5.08, -0.40, 0.72], [-6.97, -0.01, 0.92], [-7.04, 0.97, 2.60], [-7.98, -1.63, 1.20], [-4.12, 0.53, 1.40], [-2.68, 0.14, 1.24], [-3.26, 2.21, 6.85], [-2.56, 0.47, 7.13], [-1.43, 1.98, 7.33], [-0.78, 1.83, 4.97], [-1.86, 0.25, 4.84], [-2.12, 4.41, 3.24], [0.83, 2.84, 2.99], [1.46, 1.22, 3.74], [3.21, 2.81, 2.43], [3.30, 0.96, 1.91], [1.67, 1.70, -0.23], [2.08, 3.50, 0.19], [6.06, 1.09, -2.87], [6.01, -0.79, -3.05], [6.36, 0.25, -5.38], [4.65, -0.63, -5.40], [4.82, 1.33, -5.20], [2.25, 1.23, -2.29], [3.30, 1.85, -3.72], [2.48, -0.44, -5.11], [1.54, -0.99, -3.48], [1.00, 0.61, -4.34], [1.25, -4.00, 1.21], [-0.38, -4.38, 1.36], [1.77, -1.84, -1.46], [-5.53, -2.24, -1.80], [-6.70, 2.10, 2.48], [-6.22, 0.47, 3.31], [-8.06, 0.85, 3.16], [-8.54, -1.88, 0.18], [-8.80, -1.53, 2.04], [-7.29, -2.54, 1.53], [-8.96, -1.00, 5.27], [-9.10, -1.76, 6.22], [-8.05, -2.75, 6.55], [-6.88, -2.80, 5.78], [-5.87, -3.71, 6.10], [-6.02, -4.56, 7.20], [-7.19, -4.52, 7.96], [-8.21, -3.62, 7.63], [-9.45, -3.59, 8.43], [-9.61, -4.39, 9.34], [-10.49, -2.59, 8.11], [-11.66, -2.54, 8.89], [-12.63, -1.57, 8.62], [-12.44, -0.66, 7.58], [-11.28, -0.72, 6.80], [-10.31, -1.69, 7.06], [-6.75, -2.14, 4.92], [-4.96, -3.75, 5.51], [-5.23, -5.25, 7.46], [-7.30, -5.19, 8.81], [-11.81, -3.24, 9.70], [-13.53, -1.53, 9.22], [-13.19, 0.10, 7.37], [-11.14, -0.01, 5.98], [8.80, 0.95, -7.01], [9.54, 1.46, -7.85], [9.38, 2.87, -8.23], [8.38, 3.65, -7.63], [8.25, 5.00, -7.96], [9.11, 5.58, -8.90], [10.09, 4.80, -9.51], [10.23, 3.45, -9.19], [11.26, 2.63, -9.86], [11.96, 3.12, -10.73], [11.43, 1.22, -9.45], [12.43, 0.45, -10.06], [12.63, -0.88, -9.66], [11.83, -1.43, -8.66], [10.82, -0.67, -8.07], [10.62, 0.66, -8.47], [7.71, 3.21, -6.90], [7.48, 5.60, -7.49], [9.01, 6.63, -9.15], [10.76, 5.26, -10.24], [13.06, 0.87, -10.84], [13.41, -1.48, -10.13], [11.99, -2.46, -8.34], [10.20, -1.11, -7.29]], "smiles": "CCOB(O)c1c(CCCSC(=S)N(CC)CC)c(F)c(P(N)O)c2nc(O)c(P(C)C)nc12.O=C1c2ccccc2C(=O)c2ccccc21.O=C1c2ccccc2C(=O)c2ccccc21", "multiplicity": 1, "homo_ev": -8.11, "homo_lumo_gap_ev": 6.579, "relative_energy_kj_mol": 1425.5, "lumo_energy_ev": -1.53, "total_charge": 0}